(1)
This record from the Open Molecules 2025 dataset describes a 8-piece molecular cluster, C18H52O14 overall. The level of theory is ωB97M-V with the def2-TZVPD basis set.

Molar mass   492.6 g/mol
Maximum force   11.374 eV Å⁻¹
LUMO   0.17 eV
Energy above the lowest of the compared OMol25 structures with the same formula, charge and spin   280.6 kcal per mole
Highest occupied orbital energy   -9.30 eV

The geometry in ORCA input format:
```
! wB97M-V def2-TZVPD RIJCOSX def2/J DEFGRID3
* xyz 0 1
C -3.121 -1.662 -3.351
H 1.485 3.987 -1.070
H -1.650 4.389 -4.649
H -5.225 -3.456 -0.369
H 3.937 2.168 -3.584
H -0.555 0.053 2.331
H -0.789 -1.859 -2.723
H 0.590 1.753 -1.061
H -0.673 -2.452 1.345
C 0.353 -5.142 -0.021
H -2.442 -3.529 0.074
H 0.143 1.651 0.995
H 1.397 -6.498 -0.720
C -2.593 3.442 -3.092
O -0.982 -0.607 1.645
H -1.466 3.555 -1.584
H -3.069 -2.732 -3.668
O 5.034 1.953 3.200
H 3.730 3.896 -3.149
H -5.775 -3.214 2.304
C -0.616 1.417 0.453
H -2.830 2.723 -5.467
H -3.460 -2.682 1.914
O 0.233 0.753 3.664
C 5.287 -0.049 1.715
O -3.392 3.429 -5.327
H -3.746 -1.121 -4.224
O -1.845 4.155 -2.141
H 2.134 2.839 -3.460
O 1.439 -5.521 -0.521
C -1.528 -1.483 -3.510
H 3.039 4.688 -0.978
H -1.321 -0.331 -3.221
H -4.203 -1.659 0.566
H 4.266 2.821 -1.094
H 6.197 0.080 1.474
H 5.886 2.304 2.875
H 4.838 -0.530 0.890
H 1.113 -3.370 0.829
O -5.526 -2.444 1.816
H 0.226 -0.538 0.104
H -0.254 1.698 3.923
O -0.347 1.850 -0.866
C 4.576 1.280 1.985
H 0.016 -3.133 -0.768
C 0.154 -3.569 0.201
C 0.422 -0.214 4.796
H -3.186 5.213 -4.412
H -1.528 2.054 0.583
H 0.357 -5.595 1.052
H -0.667 -0.633 5.075
C -4.314 -2.515 1.129
H 1.496 -1.128 6.771
O 0.848 -0.280 7.163
O 2.489 1.490 -1.267
H 0.269 1.428 6.193
H -1.976 2.286 -3.228
C -4.396 -3.646 0.072
H 1.884 1.104 5.758
O -0.885 -3.246 1.182
C -2.724 4.209 -4.357
H 4.742 1.846 1.079
H -0.663 -5.322 -0.485
H 0.911 -0.997 4.441
H -1.370 -2.641 -4.941
H 2.374 3.843 0.382
C 3.124 3.021 -3.037
H 2.529 1.710 2.389
O -1.309 -1.638 -4.929
H 2.858 -0.029 2.962
C 3.192 2.740 -1.491
O -3.588 -1.189 -2.101
H -3.623 3.280 -3.012
H -1.701 -0.274 -0.153
H 2.579 0.490 1.378
H -3.333 -1.948 -1.498
H -4.542 -4.553 0.582
C 0.807 0.518 6.041
O -3.102 -3.583 -0.600
C 3.095 0.934 2.180
C -0.737 0.011 0.347
H 5.323 -0.733 2.639
C 2.493 3.890 -0.825
H 3.190 0.797 -1.545
*
```

List of Mulliken charges in e, atom by atom: -0.123, 0.333, 0.243, 0.565, 0.237, 0.270, -0.203, -0.047, 0.325, -0.703, 0.380, 0.617, 0.381, 0.278, -0.536, 0.293, 0.296, -0.565, 0.464, 0.324, -0.938, 0.299, 0.192, -0.525, -1.864, -0.522, 0.190, -0.592, 0.287, -0.469, 0.427, 0.680, -0.276, 0.257, 0.231, 0.671, 0.358, 0.361, 0.365, -0.586, -0.084, 0.297, 0.122, 0.821, -0.165, 0.251, -0.560, 0.308, 0.066, 0.234, 0.241, -0.149, 0.381, -0.533, -0.593, 0.372, -0.180, -0.818, 0.184, -0.569, -0.528, 0.046, 0.244, 0.550, 0.360, 0.163, -1.196, 0.660, -0.512, 0.007, 0.583, -0.396, 0.344, -0.211, 0.462, 0.146, 0.528, -0.466, -0.553, -1.284, 1.015, 0.307, -1.564, 0.292



(2)
This record from the Open Molecules 2025 dataset describes a 8-piece molecular cluster, C18H52O8 overall. The level of theory is ωB97M-V with the def2-TZVPD basis set.

Molar mass   396.6 g/mol
Maximum force   2.736 eV Å⁻¹
LUMO   0.01 eV
Energy above the lowest of the compared OMol25 structures with the same formula, charge and spin   26.1 kcal per mole
Highest occupied orbital energy   -9.61 eV

The geometry in ORCA input format:
```
! wB97M-V def2-TZVPD RIJCOSX def2/J DEFGRID3
* xyz 0 1
H 2.608 -2.380 -4.489
C 2.917 -1.421 -4.059
H 7.134 1.042 0.977
H -2.905 4.426 -3.116
H -1.198 -5.538 2.335
H 1.090 1.706 2.843
H 0.207 -4.635 -0.213
H 3.229 -1.725 -3.057
H -0.111 1.243 1.674
H 0.568 -1.455 -2.996
H -1.174 -6.574 0.968
O 0.239 -0.648 -0.373
H -2.729 -4.450 0.224
H -1.209 4.467 -2.669
H -0.505 -0.243 0.093
H 5.537 -0.227 -0.874
H -3.813 0.067 1.748
H 4.778 1.797 -1.480
C -3.997 -2.035 2.292
C -0.183 3.852 3.956
O -1.987 2.986 2.603
H -1.881 -5.307 -0.980
H -0.212 0.058 -3.655
H 6.305 -0.516 1.407
C -3.178 -0.802 1.942
C 0.465 -0.776 -3.840
C -2.384 2.973 -1.584
O -0.522 -3.264 1.289
C 1.887 -0.308 -4.144
H -0.196 -2.662 0.604
H 1.876 2.222 -1.748
H 3.679 -0.753 0.661
H 3.827 -1.172 -4.613
H 1.868 0.087 -5.166
C 5.295 0.507 -0.101
H 3.409 0.923 0.994
H -1.708 -3.620 -1.086
H 0.885 3.689 4.128
H 1.848 3.355 -0.716
C 3.817 0.247 0.240
H -4.839 -1.274 4.193
C 6.187 0.535 1.130
H -2.429 -0.574 2.699
H -2.310 -3.077 2.508
H -2.651 -0.917 0.987
H 0.022 -1.206 -4.738
O -3.160 -2.995 2.956
H -0.734 3.491 4.825
O 5.367 1.806 -0.720
H -2.148 2.666 1.703
H 0.359 -6.097 1.737
C -0.556 -4.497 0.569
C -0.626 -5.752 1.425
O 2.314 0.761 -3.287
H 0.691 0.093 -0.798
C -1.795 -4.412 -0.341
H -2.765 1.819 -3.329
C 0.011 1.682 2.664
H 3.107 1.141 -3.676
H -0.603 3.049 -0.767
H -3.391 2.802 -1.196
H -4.356 -2.546 1.393
H -5.917 -1.160 2.794
H -2.022 0.879 -1.962
H -0.232 3.767 1.889
C -5.122 -1.749 3.253
H -1.033 1.994 -2.868
O 1.278 2.725 -1.175
H 3.207 0.339 -0.661
O -1.511 2.929 -0.442
H -0.469 1.068 3.422
H -0.291 4.934 3.882
C -2.214 4.312 -2.274
C -2.052 1.825 -2.504
C -0.558 3.104 2.697
H 5.689 0.976 1.994
H -5.557 -2.697 3.582
H -2.467 5.116 -1.582
*
```

List of Mulliken charges in e, atom by atom: 0.378, -1.377, 0.365, 0.412, 0.302, 0.341, 0.289, 0.267, -0.156, 0.266, 0.365, -0.178, 0.274, 0.311, 0.097, 0.231, 0.424, 0.272, 0.796, -1.518, -0.599, 0.460, -0.088, 0.346, -1.148, -0.909, 0.339, -0.488, 0.505, 0.184, 0.191, 0.370, 0.410, 0.282, 0.643, 0.259, 0.292, 0.354, 0.252, -0.819, 0.339, -1.350, 0.367, 0.266, 0.166, 0.420, -0.600, 0.357, -0.577, 0.245, 0.331, 0.657, -1.346, -0.435, 0.157, -1.307, 0.423, -0.646, 0.248, 0.107, 0.394, 0.155, 0.385, 0.214, 0.021, -1.583, 0.080, -0.485, -0.106, -0.141, 0.294, 0.374, -1.462, -0.960, 0.892, 0.340, 0.394, 0.374



(3)
This record from the Open Molecules 2025 dataset describes a 7-piece molecular cluster, C18H53N2O10S3 overall. The level of theory is ωB97M-V with the def2-TZVPD basis set.

Molar mass   553.8 g/mol
Maximum force   4.069 eV Å⁻¹
LUMO   -4.04 eV
Highest occupied orbital energy   -11.35 eV

The geometry in ORCA input format:
```
! wB97M-V def2-TZVPD RIJCOSX def2/J DEFGRID3
* xyz 1 1
C -0.788 2.420 3.693
C 3.938 -2.756 -5.205
O -0.124 1.793 -2.380
H 2.871 -2.537 -5.214
H -0.390 -0.638 5.349
C -3.882 -3.044 1.819
H 4.163 -0.804 4.470
H -2.550 -3.727 -0.394
H 2.463 -0.485 2.444
H -0.695 -1.295 -0.510
C -1.009 -2.308 -0.761
H 0.953 -1.550 -2.944
C 3.376 -0.073 4.286
O 5.727 -0.550 -2.640
H -0.719 1.357 3.465
C -5.703 2.627 3.838
H 3.718 0.809 4.828
H 2.442 -0.155 -4.066
H 2.621 1.263 2.604
H -0.453 3.051 2.870
H 0.701 3.247 -3.335
H -2.667 1.958 -3.834
C 1.570 1.145 -0.780
O -3.356 2.306 2.868
N -2.274 1.030 -3.768
H 2.381 1.732 -1.211
O -2.613 4.281 4.220
H -6.124 1.624 3.769
C 0.220 1.793 -1.019
H 0.414 3.617 -4.961
H -1.774 -2.717 1.891
H -0.228 -3.033 -0.532
H 0.179 -2.514 -4.073
H 3.176 0.788 -2.774
C -1.047 -2.349 -2.316
C 3.374 0.300 -3.729
H -4.780 3.919 2.494
S -2.464 2.811 4.252
H -1.549 1.103 -3.069
O 3.815 -2.119 -2.505
H 0.385 4.757 -3.782
H 1.585 0.067 -0.945
C 3.121 0.312 2.788
H 5.502 -3.272 -6.510
H -1.536 2.017 0.236
H -5.192 2.325 1.884
N 0.833 3.906 -4.089
H 0.890 -3.230 -2.581
O 2.415 -0.775 7.313
H -2.727 -1.355 1.562
C -0.888 1.206 -0.098
H -3.819 -3.054 2.908
C -4.762 2.856 2.733
H -1.643 -3.145 -2.762
C 4.418 -3.180 -6.577
H 4.147 -3.594 -4.540
H -4.034 -4.093 1.567
H 4.181 -2.503 -7.397
H -5.230 2.820 4.800
H -3.272 -2.378 -0.862
H -1.469 0.515 -0.710
H -4.721 -2.500 1.386
H 1.811 4.045 -4.299
H 0.396 2.823 -0.708
H 4.011 -4.179 -6.733
H -1.385 -1.367 -2.648
C -2.448 -2.659 -0.206
C 0.129 -1.209 6.118
H 0.379 -2.206 5.755
H -6.611 3.230 3.830
H -0.427 0.884 0.836
O -2.896 1.924 5.351
H -0.484 -1.240 7.019
S 1.566 -0.081 6.348
H -2.995 0.366 -3.523
O 2.121 -0.360 4.807
H -1.996 1.057 -4.738
H -0.145 2.826 4.474
S 4.551 -1.114 -3.249
C -2.647 -2.413 1.314
H 3.963 0.856 -4.458
H 4.036 0.348 2.196
C 0.294 -2.416 -2.993
H 1.709 1.265 0.294
O 4.794 -1.679 -4.776
O 1.178 1.281 6.524
*
```

List of Mulliken charges in e, atom by atom: -0.877, 0.083, -0.877, 0.168, 0.101, -1.496, 0.328, 0.461, 0.276, -0.350, -0.023, 0.028, -0.474, -0.603, 0.148, -0.973, 0.335, 0.213, 0.199, 0.375, 0.078, 0.400, -1.138, -0.194, -0.251, 0.391, -0.626, 0.263, 1.224, 0.348, 0.403, 0.624, 0.463, -0.165, 0.270, -0.455, 0.318, 1.035, 0.006, -0.561, 0.408, 0.232, -0.954, 0.340, 0.576, 0.276, -0.345, 0.412, -0.590, 0.006, -1.655, 0.384, -0.339, 0.536, -1.314, 0.311, 0.369, 0.335, 0.280, 0.481, 0.182, 0.325, 0.389, 0.222, 0.373, -0.524, -1.213, -0.661, 0.297, 0.361, 0.165, -0.545, 0.387, 1.026, 0.402, -0.151, 0.311, 0.479, 1.071, 0.062, 0.509, 0.431, -1.293, 0.004, -0.296, -0.539